141
Properties=species:S:1:pos:R:3:forces:R:3 method="wB97M-V/def2-TZVPD" energy_ev=-76429.124 total_charge=+1 homo_lumo_gap_ha=0.155 e_homo_ev=-8.912 largest_force_ev_per_a=3.083
C -5.209 -2.073 3.637 0.165 -0.160 -0.013
N -4.720 -0.729 3.896 -0.195 0.118 -0.032
C -5.440 0.037 4.899 0.061 0.197 0.092
C -3.546 -0.271 3.362 0.069 0.069 -0.187
C -2.935 0.925 3.845 -0.252 -0.444 -0.096
C -1.846 1.461 3.184 0.680 -0.197 -0.867
C -1.251 0.813 2.067 -1.202 -0.816 0.613
C -0.001 1.288 1.468 1.808 -0.224 2.215
C 1.218 0.840 2.023 -1.499 0.321 -0.680
C 2.499 1.212 1.508 1.007 -0.093 0.093
C 3.663 0.710 2.055 -0.395 0.696 -0.710
C 3.635 -0.177 3.178 1.093 -0.631 0.439
N 4.770 -0.705 3.710 -1.394 0.698 -0.724
C 4.703 -1.689 4.774 -0.340 -0.330 0.531
C 6.086 -0.361 3.208 0.456 0.380 -0.398
C 2.367 -0.514 3.728 -1.174 0.113 -0.005
C 1.213 -0.017 3.175 0.593 -0.840 0.485
C -1.804 -0.431 1.663 0.633 0.653 0.253
C -2.924 -0.953 2.276 -0.177 0.075 0.321
H -5.139 -2.331 2.574 -0.152 0.078 0.235
H -4.642 -2.821 4.211 -0.097 0.061 -0.134
H -6.258 -2.137 3.943 0.259 0.025 -0.151
H -5.472 1.108 4.622 -0.025 -0.497 0.132
H -6.471 -0.342 4.954 0.415 0.227 0.009
H -4.979 -0.058 5.898 -0.175 0.097 -0.201
H -3.325 1.411 4.746 0.203 -0.144 -0.513
H -1.381 2.382 3.532 -0.198 -0.114 0.065
H 0.008 2.122 0.780 0.096 -0.073 -0.284
H 2.517 1.900 0.657 0.197 -0.312 0.221
H 4.627 0.980 1.624 -0.360 0.017 0.089
H 4.188 -1.289 5.659 0.244 -0.045 -0.197
H 4.153 -2.587 4.455 0.258 0.202 0.025
H 5.721 -1.964 5.056 -0.329 -0.017 -0.020
H 6.298 0.713 3.333 -0.095 -0.322 0.033
H 6.822 -0.930 3.782 -0.103 0.216 -0.328
H 6.183 -0.597 2.137 0.030 -0.061 0.352
H 2.288 -1.166 4.599 0.072 0.276 -0.321
H 0.265 -0.296 3.629 0.157 0.109 -0.153
H -1.323 -0.966 0.837 -0.278 0.106 0.256
H -3.342 -1.889 1.903 0.228 0.360 0.155
C -1.401 6.866 -2.644 0.214 -0.132 -0.536
C -0.908 6.806 -1.204 0.125 -0.449 -0.042
C 0.622 6.709 -1.208 0.292 -0.096 -0.006
C -1.345 8.124 -0.548 -0.111 0.068 0.222
C -1.479 5.620 -0.367 0.492 -0.130 -0.491
C -1.207 5.700 0.996 -0.321 0.170 0.304
C -1.975 5.000 1.905 0.063 -0.052 0.014
C -2.992 4.178 1.445 -0.128 -0.184 0.262
C -3.088 3.814 0.102 0.121 -0.025 -0.426
C -4.054 2.651 -0.282 0.078 0.069 0.356
C -5.073 2.986 -1.375 -0.007 0.260 -0.122
C -4.833 2.180 0.945 -0.135 -0.106 0.369
C -3.193 1.483 -0.717 0.652 -0.104 -0.287
C -2.215 4.485 -0.807 0.005 -0.018 0.263
N -2.041 4.004 -2.164 -0.881 0.698 -0.563
C -1.059 3.203 -2.701 0.377 -0.289 0.530
C -0.191 2.485 -1.905 -0.504 0.534 -0.122
C 1.048 1.909 -2.396 1.501 -0.797 -0.264
C 1.171 0.526 -2.719 0.037 0.798 0.374
C 2.136 0.116 -3.623 0.400 0.705 -0.256
C 2.984 1.114 -4.156 -1.029 0.360 0.895
N 3.414 0.994 -5.505 1.665 -0.356 -2.571
O 3.913 2.014 -6.048 -0.876 -2.122 0.919
O 3.222 -0.084 -6.110 0.479 1.916 1.173
C 3.126 2.378 -3.554 0.103 -0.789 -0.291
C 2.187 2.740 -2.613 -0.755 -0.355 0.338
N -1.311 3.215 -4.093 -0.866 0.374 -0.160
C -0.627 2.543 -5.192 0.511 -0.404 -0.244
C -0.951 1.217 -5.570 -0.300 -0.566 0.065
C -2.138 0.317 -5.120 0.078 -0.037 -0.043
C -3.082 0.083 -6.313 0.012 0.075 -0.232
C -2.963 0.891 -3.996 -0.234 0.134 0.435
C -1.563 -1.023 -4.630 0.106 -0.251 0.146
C -0.167 0.566 -6.535 0.088 0.246 0.009
C 0.895 1.197 -7.136 -0.250 0.078 -0.430
C 1.088 2.549 -6.908 -0.089 0.126 -0.133
C 0.327 3.259 -5.976 0.467 0.436 0.067
C 0.612 4.794 -5.885 0.247 -0.044 -0.082
C 1.706 5.248 -6.866 0.231 -0.101 -0.044
C 1.099 5.140 -4.488 0.204 -0.017 0.436
C -0.600 5.649 -6.257 -0.366 0.011 0.064
C -2.526 3.909 -4.266 0.345 0.460 2.092
C -3.376 4.032 -5.448 -1.054 0.435 -1.172
C -3.107 3.548 -6.750 0.222 0.206 0.654
C -4.021 3.743 -7.784 -0.323 0.172 0.090
C -5.213 4.444 -7.561 0.149 -0.045 0.279
C -5.493 4.951 -6.283 0.357 -0.272 0.016
C -4.597 4.728 -5.239 0.322 -0.109 -0.192
N -2.932 4.422 -3.124 0.303 -0.946 -1.358
H -2.492 6.816 -2.723 0.223 0.029 0.041
H -1.052 7.805 -3.113 -0.165 -0.301 0.270
H -0.962 6.053 -3.234 -0.336 0.264 0.111
H 1.040 6.947 -0.222 -0.033 -0.047 -0.200
H 0.938 5.690 -1.474 -0.035 0.237 -0.021
H 1.048 7.405 -1.942 -0.057 -0.098 0.197
H -0.988 8.223 0.481 -0.051 0.025 -0.157
H -0.964 8.981 -1.121 -0.049 -0.262 0.085
H -2.438 8.184 -0.532 0.095 0.065 0.013
H -0.431 6.377 1.347 -0.311 0.016 -0.036
H -1.817 5.112 2.974 -0.030 0.085 -0.122
H -3.683 3.765 2.176 0.297 0.043 -0.249
H -4.601 3.393 -2.269 -0.111 -0.099 0.120
H -5.611 2.069 -1.662 0.053 0.262 0.170
H -5.792 3.732 -1.011 0.056 -0.183 -0.090
H -4.152 1.841 1.739 -0.270 0.126 -0.215
H -5.480 2.976 1.334 0.041 -0.185 0.022
H -5.467 1.318 0.694 0.096 0.242 -0.142
H -2.475 1.224 0.068 -0.357 0.042 -0.206
H -3.797 0.599 -0.955 0.048 0.139 0.030
H -2.604 1.763 -1.587 -0.271 -0.254 0.256
H -0.425 2.440 -0.848 -0.146 0.317 -0.390
H 0.446 -0.167 -2.282 0.164 0.225 -0.421
H 2.207 -0.899 -4.003 -0.201 0.219 -0.052
H 3.913 3.045 -3.911 -0.377 -0.150 0.129
H 2.249 3.695 -2.080 -0.200 -0.239 -0.501
H -2.572 -0.394 -7.158 -0.111 0.046 0.147
H -3.926 -0.555 -6.013 0.245 0.134 -0.013
H -3.488 1.042 -6.663 0.030 -0.303 0.075
H -2.297 1.140 -3.170 -0.244 -0.112 -0.113
H -3.523 1.781 -4.307 0.075 -0.255 0.160
H -3.699 0.155 -3.633 0.257 0.166 -0.170
H -0.789 -0.836 -3.870 -0.296 -0.149 -0.220
H -2.354 -1.643 -4.180 0.186 0.200 -0.156
H -1.104 -1.601 -5.441 -0.150 0.081 0.278
H -0.397 -0.453 -6.849 0.027 0.376 0.243
H 1.515 0.669 -7.855 -0.091 0.120 0.118
H 1.844 3.044 -7.514 -0.264 -0.096 0.357
H 1.386 5.099 -7.906 0.189 0.013 0.173
H 1.891 6.325 -6.734 -0.125 -0.308 0.047
H 2.657 4.728 -6.688 -0.185 0.116 -0.127
H 0.406 4.744 -3.740 0.365 0.295 -0.040
H 2.077 4.676 -4.300 -0.265 0.281 -0.132
H 1.188 6.231 -4.356 -0.029 -0.327 -0.056
H -1.418 5.553 -5.542 0.101 0.134 -0.121
H -0.302 6.710 -6.282 -0.106 -0.351 -0.013
H -0.977 5.363 -7.246 0.029 0.154 0.167
H -2.161 3.038 -6.945 -0.476 0.183 -0.076
H -3.802 3.344 -8.777 -0.049 0.154 0.345
H -5.928 4.590 -8.372 0.255 -0.031 0.194
H -6.408 5.516 -6.085 0.291 -0.245 -0.149
H -4.800 5.100 -4.231 -0.034 -0.103 -0.464